Entry 1:
ORCA calculation (the ωB97M-V functional and the def2-TZVPD basis) on one molecule with the formula C22H24N4O4.

Element x y z (Å)
O1 -4.13632 1.74305 -0.37802
O2 1.91369 -2.62343 -0.40473
O3 1.07152 -3.92416 1.22306
O4 -4.02173 -0.49416 -0.32220
N1 1.61680 1.74496 0.18448
N2 -0.01090 -1.33397 3.53149
N3 -0.14914 0.43338 0.82981
N4 3.43888 -0.22806 0.83904
C1 2.16381 -0.41950 1.00913
C2 4.73464 3.37164 -0.70611
C3 -3.52898 0.57252 -0.58231
C4 5.65760 2.34761 -0.44083
C5 -2.16602 0.75512 -1.23785
C6 5.23888 1.14045 0.05167
C7 -0.95286 1.63995 0.76422
C8 -0.60536 -4.43935 -1.64954
C9 0.79613 -1.50474 2.74142
C10 0.36750 -3.60976 -1.97541
C11 3.87061 0.92709 0.28516
C12 1.73849 -3.67583 -1.37018
C13 -0.89503 -0.71644 0.36506
C14 -1.33619 -0.52174 -1.09045
C15 -5.42585 1.70851 0.23815
C16 1.53486 -2.88678 0.84124
C17 1.83863 -1.69348 1.76157
C18 2.93360 1.95365 0.00380
C19 1.19549 0.57239 0.62356
C20 3.39601 3.18953 -0.48638
C21 -5.31213 1.60290 1.75197
C22 -1.39858 1.94908 -0.66402
H1 -5.90520 2.64363 -0.05804
H2 -2.02286 2.84135 -0.67409
H3 -4.84736 0.65874 2.02556
H4 5.93002 0.34025 0.26642
H5 -6.30260 1.64633 2.19526
H6 -0.45375 -5.23480 -0.93910
H7 2.75549 -1.97898 2.29908
H8 -1.82435 1.47844 1.40562
H9 -5.98662 0.85699 -0.16055
H10 1.89292 -4.63737 -0.87145
H11 2.51565 -3.50103 -2.11711
H12 -1.58989 -4.35561 -2.07662
H13 -0.30670 -1.62727 0.43767
H14 -4.71168 2.42103 2.14309
H15 -1.92531 -1.38589 -1.39789
H16 5.09377 4.31502 -1.09108
H17 6.70697 2.52244 -0.62662
H18 -0.51049 2.13513 -1.26972
H19 -0.45068 -0.44904 -1.72564
H20 2.67360 3.96378 -0.69332
H21 0.20691 -2.80004 -2.67339
H22 -2.37230 0.93621 -2.30020
H23 -0.36067 2.46495 1.15960
H24 -1.77293 -0.83473 1.00572

The value obtained for the orbital gap is 8.0 eV. Its structure (SMILES) is C=CCOC(=O)[C@H](C#N)c1nc2ccccc2nc1N1CCC(C(=O)OCC)CC1. The value obtained for the max |F| is 0.9 eV/Å. The value obtained for the LUMO energy is -0.005 hartree.


Entry 2:
ORCA calculation (the ωB97M-V functional and the def2-TZVPD basis) on C22H24N6OPdS2 as an isolated structure.

Element x y z (Å)
Pd1 0.53047 0.66446 -0.64166
S1 -0.52552 2.63441 -1.24459
S2 1.42441 -0.72348 1.31896
O1 1.46710 0.77299 -3.59422
N1 3.27345 1.34656 -1.35104
N2 -0.78365 -1.01580 2.84824
N3 -1.05007 2.10631 1.43344
N4 -1.02237 -1.96804 0.91389
N5 -0.09941 -1.67593 -1.22631
N6 1.00951 2.99507 0.99275
C1 -0.15098 -1.22753 1.67065
C2 -2.31348 1.52369 1.39342
C3 -0.24407 -0.25684 3.95422
C4 4.13732 1.06231 -0.38344
C5 -4.86253 0.34648 1.50234
C6 -0.88339 -2.38676 -0.43599
C7 -4.37148 1.06198 2.58536
C8 -0.12052 2.34130 0.40528
C9 -4.06987 0.22597 0.37130
C10 -1.59951 -3.50212 -0.86683
C11 -0.71825 -3.08488 -3.04991
C12 5.83801 0.46999 -1.93322
C13 2.64945 1.53329 -3.68198
C14 -1.51594 -3.84129 -2.20261
C15 -0.01473 -2.02199 -2.51451
C16 5.43355 0.62831 -0.61877
C17 -2.19318 -2.17596 1.63642
C18 -3.12068 1.64898 2.53119
C19 3.66142 1.18924 -2.61690
C20 -2.04263 -1.58292 2.82986
C21 -2.80677 0.79083 0.30610
C22 4.93760 0.74913 -2.94775
H1 5.21135 0.62332 -3.98682
H2 -3.05064 -2.65327 1.20481
H3 -0.83866 2.64118 2.26128
H4 0.84039 -0.30385 3.91490
H5 -2.06063 -4.69733 -2.57812
H6 2.42370 2.60489 -3.61901
H7 -0.62792 -3.31604 -4.10142
H8 6.83795 0.12671 -2.16617
H9 3.07729 1.33573 -4.66633
H10 -5.84917 -0.09643 1.53337
H11 -2.19686 0.69389 -0.57691
H12 1.46088 2.32526 1.61535
H13 3.77038 1.18326 0.63120
H14 0.97920 1.06748 -2.79359
H15 -2.75783 2.22960 3.37334
H16 -2.17806 -4.09714 -0.17638
H17 -0.60738 -0.68686 4.88496
H18 -0.55805 0.78539 3.88017
H19 -2.72204 -1.47495 3.65480
H20 6.09615 0.41898 0.20914
H21 1.66909 3.20917 0.25321
H22 -4.97499 1.18407 3.47660
H23 0.64203 -1.41081 -3.12256
H24 -4.43943 -0.32003 -0.48948

The value obtained for the orbital gap is 7.3 eV. The value obtained for the max |F| is 1.0 eV/Å. The value obtained for the LUMO energy is 0.019 hartree.


Entry 3:
ORCA calculation (the ωB97M-V functional and the def2-TZVPD basis) on one molecule with the formula C22H24O4.

Element x y z (Å)
O1 -6.64807 1.14711 -0.22864
O2 -7.40853 -0.91748 0.47504
O3 -2.45860 -1.97877 0.30345
O4 -3.85918 1.60569 -0.14329
C1 3.02468 0.40203 -1.28972
C2 5.72870 -0.35706 2.82663
C3 -4.11412 0.68770 0.90153
C4 3.68039 1.61863 -1.50053
C5 -8.77013 -0.54206 0.19951
C6 -0.56152 -0.82488 0.88246
C7 2.35759 0.38738 -3.64472
C8 4.38084 -0.40290 0.77290
C9 -5.02061 -0.42474 0.36801
C10 4.49951 -0.35883 2.17444
C11 -2.73593 0.21278 1.42289
C12 6.89777 -0.42825 2.06588
C13 -1.95018 -0.66282 0.40429
C14 -6.45520 0.02645 0.21015
C15 6.79809 -0.48118 0.68056
C16 1.88948 -0.58700 0.70672
C17 3.69200 2.19047 -2.77410
C18 5.57455 -0.50796 0.05193
C19 0.51274 -0.31798 0.22052
C20 3.08331 -0.23545 0.04306
C21 2.34810 -0.21101 -2.35762
C22 3.07277 1.54860 -3.87327
H1 7.87006 -0.42051 2.56741
H2 5.53491 -0.53242 -1.04054
H3 -2.16801 1.12257 1.63654
H4 -2.79186 -0.35202 2.32978
H5 1.87468 -0.04580 -4.55352
H6 3.12890 1.97795 -4.86484
H7 0.35537 0.32294 -0.65911
H8 5.75496 -0.36069 3.93101
H9 -4.66261 -0.79422 -0.59988
H10 -1.90620 -0.14681 -0.56434
H11 -4.97365 -1.27598 1.06660
H12 3.63178 -0.30246 2.78236
H13 -4.58610 1.16294 1.75855
H14 -9.44244 -1.28176 0.70480
H15 -8.97662 -0.52998 -0.87087
H16 -0.39367 -1.47324 1.71374
H17 7.71146 -0.49335 0.08642
H18 4.24435 2.08701 -0.72068
H19 1.87592 -1.11560 1.65417
H20 -9.04478 0.41222 0.65256
H21 -1.82363 -2.48084 -0.23828
H22 4.15210 3.16879 -2.91692
H23 -4.73858 1.91579 -0.49776
H24 1.81521 -1.15303 -2.25529

The value obtained for the orbital gap is 8.0 eV. Its structure (SMILES) is COC(=O)C[C@H](O)C[C@H](O)/C=C/C=C(c1ccccc1)c1ccccc1. The value obtained for the max |F| is 3.9 eV/Å. The value obtained for the LUMO energy is 0.008 hartree.


Entry 4:
ORCA calculation (the ωB97M-V functional and the def2-TZVPD basis) on one molecule with the formula C22H24O7.

Element x y z (Å)
O1 -5.91840 0.10209 -0.08350
O2 0.09290 -2.15511 0.78026
O3 -0.04349 2.54864 1.04245
O4 4.90430 -0.13466 -2.56647
O5 -1.17868 -0.92352 -1.06825
O6 0.92977 -1.02651 2.52683
O7 1.15390 1.29905 2.43088
C1 -0.39913 0.16334 -0.60956
C2 0.24833 1.43442 1.42778
C3 -4.09477 1.44082 0.84316
C4 1.70841 1.19767 -1.51645
C5 5.63632 -1.37264 -2.54991
C6 1.01262 0.02415 -1.18163
C7 -4.75460 0.21399 0.61311
C8 -0.44529 0.20112 0.88210
C9 -6.57883 1.30552 -0.52691
C10 2.95325 1.11038 -2.10316
C11 -4.08380 -0.98872 0.95615
C12 2.81712 -1.33112 -2.06396
C13 0.22671 -1.08884 1.34968
C14 -2.71286 1.43325 1.06250
C15 3.57670 -0.15468 -2.26700
C16 1.56806 -1.23161 -1.46474
C17 2.44621 0.02958 4.02061
C18 -1.99960 0.23694 1.20044
C19 -2.71629 -0.96967 1.19303
C20 -1.97239 -0.72860 -2.23765
C21 1.88369 0.04805 2.60990
C22 2.97656 -0.03378 1.56076
H1 1.62216 0.07502 4.74177
H2 6.66468 -1.04654 -2.69069
H3 -5.95126 1.89072 -1.21113
H4 -2.18918 2.38878 1.05035
H5 3.52085 1.99767 -2.37800
H6 -2.55356 0.20947 -2.19900
H7 3.00047 -0.89538 4.17800
H8 3.62269 0.84940 1.64532
H9 5.53327 -1.90359 -1.59275
H10 5.32798 -2.02551 -3.37643
H11 3.58202 -0.93284 1.72622
H12 -2.67589 -1.56992 -2.25104
H13 3.21976 -2.32036 -2.30590
H14 2.54339 -0.07499 0.54872
H15 -2.17204 -1.90979 1.30298
H16 -4.62661 -1.93044 0.89858
H17 -4.62054 2.38955 0.71704
H18 -6.88348 1.92515 0.32510
H19 -0.82364 1.13204 -0.95026
H20 1.26134 2.15800 -1.24116
H21 -7.45794 0.94030 -1.05220
H22 -1.35803 -0.73229 -3.15231
H23 1.05761 -2.14067 -1.15826
H24 3.11924 0.87669 4.16460

The value obtained for the orbital gap is 9.0 eV. Its structure (SMILES) is COc1ccc([C@@H](OC)C2(c3ccc(OC)cc3)C(=O)OC(C)(C)OC2=O)cc1. The value obtained for the max |F| is 2.5 eV/Å. The value obtained for the LUMO energy is 0.027 hartree.


Question: Number 3 is which compound?
Answer: C22H24O4


Question: What is the LUMO energy in the second record?
Answer: 0.019 hartree


Please write out number 4 again, unchanged.
ORCA calculation (the ωB97M-V functional and the def2-TZVPD basis) on one molecule with the formula C22H24O7.

Element x y z (Å)
O1 -5.91840 0.10209 -0.08350
O2 0.09290 -2.15511 0.78026
O3 -0.04349 2.54864 1.04245
O4 4.90430 -0.13466 -2.56647
O5 -1.17868 -0.92352 -1.06825
O6 0.92977 -1.02651 2.52683
O7 1.15390 1.29905 2.43088
C1 -0.39913 0.16334 -0.60956
C2 0.24833 1.43442 1.42778
C3 -4.09477 1.44082 0.84316
C4 1.70841 1.19767 -1.51645
C5 5.63632 -1.37264 -2.54991
C6 1.01262 0.02415 -1.18163
C7 -4.75460 0.21399 0.61311
C8 -0.44529 0.20112 0.88210
C9 -6.57883 1.30552 -0.52691
C10 2.95325 1.11038 -2.10316
C11 -4.08380 -0.98872 0.95615
C12 2.81712 -1.33112 -2.06396
C13 0.22671 -1.08884 1.34968
C14 -2.71286 1.43325 1.06250
C15 3.57670 -0.15468 -2.26700
C16 1.56806 -1.23161 -1.46474
C17 2.44621 0.02958 4.02061
C18 -1.99960 0.23694 1.20044
C19 -2.71629 -0.96967 1.19303
C20 -1.97239 -0.72860 -2.23765
C21 1.88369 0.04805 2.60990
C22 2.97656 -0.03378 1.56076
H1 1.62216 0.07502 4.74177
H2 6.66468 -1.04654 -2.69069
H3 -5.95126 1.89072 -1.21113
H4 -2.18918 2.38878 1.05035
H5 3.52085 1.99767 -2.37800
H6 -2.55356 0.20947 -2.19900
H7 3.00047 -0.89538 4.17800
H8 3.62269 0.84940 1.64532
H9 5.53327 -1.90359 -1.59275
H10 5.32798 -2.02551 -3.37643
H11 3.58202 -0.93284 1.72622
H12 -2.67589 -1.56992 -2.25104
H13 3.21976 -2.32036 -2.30590
H14 2.54339 -0.07499 0.54872
H15 -2.17204 -1.90979 1.30298
H16 -4.62661 -1.93044 0.89858
H17 -4.62054 2.38955 0.71704
H18 -6.88348 1.92515 0.32510
H19 -0.82364 1.13204 -0.95026
H20 1.26134 2.15800 -1.24116
H21 -7.45794 0.94030 -1.05220
H22 -1.35803 -0.73229 -3.15231
H23 1.05761 -2.14067 -1.15826
H24 3.11924 0.87669 4.16460

The value obtained for the orbital gap is 9.0 eV. Its structure (SMILES) is COc1ccc([C@@H](OC)C2(c3ccc(OC)cc3)C(=O)OC(C)(C)OC2=O)cc1. The value obtained for the max |F| is 2.5 eV/Å. The value obtained for the LUMO energy is 0.027 hartree.